The following is a quantum chemistry calculation of an isolated molecule of C6H14O2P2S, from the OMol25 dataset.

**Kohn-Sham gap**: 0.35246 Ha
**E_tot**: -1468.27551 hartree
**Structure (SMILES)**: CC(=O)S[C@@H](C)CC(O)(P)P
**Charge**: 0
**LUMO level**: 0.026 Eh
**M**: 212.19 g/mol
**E_HOMO**: -8.89 eV

Structure (XYZ):
```
25
Properties=species:S:1:pos:R:3:lowdin_charge:R:1
C 2.435 0.961 -0.083 -0.747
C 3.769 1.550 -0.013 -0.067
C 0.490 -2.518 0.002 -0.070
C -0.888 -0.475 0.810 -0.284
C 0.442 -0.897 0.114 -0.523
C -1.951 0.160 -0.226 -0.948
O 1.694 1.198 -1.026 -0.122
O -2.050 -0.595 -1.433 -0.131
P -0.988 1.816 -0.485 0.923
P -3.627 0.381 0.601 0.814
S 1.918 -0.298 1.104 0.967
H 3.731 2.546 0.375 0.084
H 4.044 1.842 -0.972 0.067
H 4.484 0.882 0.550 0.106
H 0.369 -2.865 -1.005 0.069
H -0.095 -3.043 0.674 0.039
H 1.488 -2.831 0.228 0.039
H -1.302 -1.304 1.369 0.095
H -0.632 0.250 1.482 0.016
H 0.681 -0.520 -0.820 0.039
H -2.663 -0.101 -1.961 0.048
H -2.072 2.621 -0.753 -0.134
H -1.154 2.232 0.813 -0.097
H -3.906 -0.827 1.310 -0.119
H -4.218 -0.165 -0.653 -0.065
```